Molecular formula: C32H49BCl3NO18Si2
Method: DFT, ωB97M-V/def2-TZVPD

Computed properties:
Orbital gap: 0.3287 hartree

```
! RIJCOSX wB97M-V def2-TZVPD def2/J DEFGRID3
* xyz 0 1
C -4.27 -3.57 1.99
B -5.63 -2.77 2.09
O -6.39 -2.93 3.23
Si -6.38 -1.60 0.61
C -7.20 -2.79 -0.59
C -6.15 -3.74 -1.19
C -5.47 -3.18 -2.43
Cl -6.94 -5.32 -1.61
O -5.24 -0.79 -0.27
Si -3.90 -0.03 0.33
O -3.82 1.51 -0.24
C -2.43 -1.05 -0.19
C -1.42 -1.40 0.69
C -0.36 -2.19 0.26
C -0.37 -2.60 -1.05
C -1.41 -2.19 -1.88
N -2.43 -1.45 -1.48
C -7.56 -0.32 1.36
Cl -7.07 0.20 2.95
C -8.63 0.22 0.78
C -9.12 -0.11 -0.61
Cl -9.60 1.41 1.59
H -3.70 -3.42 1.08
H -4.43 -4.65 2.11
H -3.66 -3.26 2.85
H -6.30 -3.82 3.59
H -7.66 -2.27 -1.44
H -7.96 -3.38 -0.07
H -5.39 -4.01 -0.46
H -4.50 -3.66 -2.58
H -6.06 -3.39 -3.33
H -5.28 -2.12 -2.33
H -3.94 0.09 1.80
H -3.92 1.54 -1.20
H -1.46 -1.06 1.72
H 0.42 -2.48 0.95
H 0.42 -3.23 -1.45
H -1.41 -2.49 -2.92
H -9.44 -1.15 -0.65
H -8.34 0.06 -1.35
H -9.99 0.49 -0.84
C 5.24 -1.96 0.99
C 4.41 -2.31 2.20
C 4.57 -3.72 2.71
O 3.30 -3.95 3.34
C 2.39 -3.17 2.72
O 1.21 -3.24 2.87
O 3.00 -2.29 1.90
H 5.01 -0.95 0.64
H 6.30 -2.01 1.23
H 5.03 -2.65 0.16
H 4.59 -1.59 3.00
H 5.37 -3.84 3.44
H 4.69 -4.45 1.90
C -2.59 4.65 -5.93
C -3.54 3.68 -5.28
C -3.73 3.85 -3.79
O -4.10 2.52 -3.39
C -3.54 1.65 -4.28
O -3.50 0.47 -4.13
O -3.05 2.33 -5.34
H -2.46 4.41 -6.98
H -2.95 5.67 -5.85
H -1.61 4.59 -5.45
H -4.51 3.70 -5.79
H -4.52 4.54 -3.51
H -2.81 4.12 -3.28
C 2.16 6.38 -10.02
C 0.96 5.91 -9.24
C -0.38 6.05 -9.94
O -1.28 6.18 -8.84
C -0.59 6.72 -7.80
O -1.08 7.12 -6.80
O 0.73 6.73 -8.08
H 3.06 6.32 -9.41
H 2.29 5.77 -10.91
H 2.03 7.42 -10.32
H 1.10 4.88 -8.90
H -0.65 5.19 -10.55
H -0.43 6.95 -10.55
C 9.51 1.30 2.60
C 8.70 0.92 3.82
C 8.88 -0.51 4.31
O 7.62 -0.77 4.94
C 6.69 0.02 4.34
O 5.52 -0.07 4.51
O 7.29 0.92 3.53
H 9.26 2.31 2.28
H 10.57 1.26 2.84
H 9.30 0.62 1.77
H 8.87 1.62 4.63
H 9.69 -0.63 5.02
H 9.01 -1.21 3.48
C 4.93 -0.15 8.94
C 5.67 -1.17 8.12
C 5.07 -2.55 8.10
O 6.22 -3.37 7.86
C 7.30 -2.72 8.34
O 8.39 -3.19 8.45
O 6.98 -1.45 8.67
H 5.47 0.80 8.97
H 3.94 0.03 8.52
H 4.82 -0.49 9.97
H 5.83 -0.80 7.10
H 4.33 -2.70 7.31
H 4.64 -2.83 9.06
*
```